Entry from the Open Molecules 2025 dataset: a cluster of 7 separate species, C53H78FN5O21PS3 in total (the ωB97M-V functional and the def2-TZVPD basis).

Bonds (Å) are listed after each position.
Positions of all 162 atoms, in Å:
1 C 0.012 -1.482 4.275  C2 1.201, H43 1.063
2 C -0.653 -1.483 3.275  C1 1.201, C3 1.452
3 C -1.294 -1.431 1.973  C2 1.452, N4 1.535, H44 1.080, H45 1.086
4 N -0.463 -0.896 0.799  C3 1.535, N5 1.459, C6 1.507, C33 1.552
5 N -0.674 -1.896 -0.242  N4 1.459, H46 1.019, H47 1.015
6 C 1.020 -0.982 1.049  N4 1.507, P7 1.883, C9 1.553, H48 1.088
7 P 2.243 -1.437 -0.309  C6 1.883, S8 1.945, H49 1.401, H50 1.407
8 S 1.979 -2.969 -1.479  P7 1.945
9 C 1.481 0.302 1.793  C6 1.553, C10 1.535, O21 1.397, H51 1.091
10 C 2.994 0.480 1.979  C9 1.535, C11 1.529, H52 1.087, H53 1.087
11 C 3.490 -0.637 2.898  C10 1.529, C12 1.558, H54 1.090, H55 1.088
12 C 5.020 -0.734 3.179  C11 1.558, S13 1.808, H56 1.079, H57 1.070
13 S 6.053 0.644 2.627  C12 1.808, C14 1.737
14 C 6.583 0.389 0.993  S13 1.737, S15 1.620, N16 1.395
15 S 7.293 1.662 0.288  C14 1.620
16 N 6.395 -0.819 0.322  C14 1.395, C17 1.384, C20 1.383
17 C 6.124 -0.922 -1.031  N16 1.384, C18 1.331, H58 1.071
18 C 6.045 -2.216 -1.332  C17 1.331, N19 1.390, H59 1.070
19 N 6.266 -2.966 -0.183  C18 1.390, C20 1.282
20 C 6.474 -2.127 0.765  N16 1.383, N19 1.282, H60 1.074
21 O 1.014 1.480 1.205  C9 1.397, C22 1.450
22 C -0.422 1.661 1.125  O21 1.450, C23 1.538, C26 1.570, C33 1.565
23 C -0.867 1.707 2.597  C22 1.538, C24 1.535, H61 1.082, H62 1.084
24 C -1.646 2.944 3.064  C23 1.535, F25 1.386, H63 1.085, H64 1.082
25 F -2.296 2.601 4.239  C24 1.386
26 C -0.504 3.038 0.375  C22 1.570, C27 1.521, H65 1.083, H66 1.085
27 C 0.846 3.633 0.004  C26 1.521, C28 1.373, C32 1.373
28 C 1.480 3.465 -1.202  C27 1.373, C29 1.368, H67 1.079
29 C 2.680 4.070 -1.457  C28 1.368, C30 1.363, H68 1.079
30 C 3.275 4.862 -0.521  C29 1.363, C31 1.374, H69 1.075
31 C 2.640 5.043 0.683  C30 1.374, C32 1.364, H70 1.078
32 C 1.447 4.435 0.943  C27 1.373, C31 1.364, H71 1.080
33 C -0.964 0.472 0.265  N4 1.552, C22 1.565, C34 1.557, N39 1.462
34 C -0.475 0.545 -1.212  C33 1.557, C35 1.551, H72 1.078, H73 1.083
35 C -1.557 0.065 -2.214  C34 1.551, O36 1.455, H74 1.078, H75 1.078
36 O -0.887 -0.173 -3.484  C35 1.455, C37 1.372
37 C -0.833 -1.525 -3.714  O36 1.372, O38 1.209, H76 1.095
38 O -1.764 -2.107 -4.218  C37 1.209
39 N -2.411 0.484 0.058  C33 1.462, C40 1.461, H77 1.009
40 C -3.385 1.279 0.802  N39 1.461, C41 1.532, H78 1.091, H79 1.089
41 C -3.784 2.649 0.246  C40 1.532, C42 1.527, H80 1.086, H81 1.089
42 C -4.013 2.675 -1.263  C41 1.527, H82 1.088, H83 1.087, H84 1.085
43 H 0.324 -1.399 5.288  C1 1.063
44 H -1.668 -2.424 1.777  C3 1.080
45 H -2.191 -0.838 2.125  C3 1.086
46 H -1.667 -2.041 -0.422  N5 1.019
47 H -0.282 -2.780 0.066  N5 1.015
48 H 1.224 -1.788 1.750  C6 1.088
49 H 3.457 -1.644 0.359  P7 1.401
50 H 2.456 -0.260 -1.049  P7 1.407
51 H 1.201 0.140 2.835  C9 1.091
52 H 3.064 1.414 2.531  C10 1.087
53 H 3.551 0.629 1.058  C10 1.087
54 H 3.190 -1.605 2.497  C11 1.090
55 H 2.982 -0.570 3.857  C11 1.088
56 H 5.154 -0.815 4.246  C12 1.079
57 H 5.357 -1.675 2.799  C12 1.070
58 H 6.025 -0.051 -1.646  C17 1.071
59 H 5.850 -2.615 -2.306  C18 1.070
60 H 6.696 -2.430 1.771  C20 1.074
61 H -0.046 1.676 3.300  C23 1.082
62 H -1.560 0.926 2.890  C23 1.084
63 H -0.972 3.758 3.312  C24 1.085
64 H -2.415 3.259 2.372  C24 1.082
65 H -1.149 2.982 -0.493  C26 1.083
66 H -0.950 3.822 0.978  C26 1.085
67 H 1.039 2.875 -1.991  C28 1.079
68 H 3.144 3.933 -2.422  C29 1.079
69 H 4.205 5.364 -0.720  C30 1.075
70 H 3.106 5.697 1.402  C31 1.078
71 H 0.961 4.616 1.890  C32 1.080
72 H -0.216 1.533 -1.556  C34 1.078
73 H 0.371 -0.085 -1.457  C34 1.083
74 H -2.300 0.816 -2.428  C35 1.078
75 H -1.968 -0.890 -1.932  C35 1.078
76 H 0.068 -2.053 -3.384  C37 1.095
77 H -2.799 -0.447 0.007  N39 1.009
78 H -3.278 1.372 1.884  C40 1.091
79 H -4.325 0.732 0.741  C40 1.089
80 H -3.146 3.475 0.544  C41 1.086
81 H -4.747 2.866 0.707  C41 1.089
82 H -3.062 2.740 -1.786  C42 1.088
83 H -4.538 1.780 -1.585  C42 1.087
84 H -4.588 3.556 -1.529  C42 1.085
85 C -6.771 -4.062 -2.495  C86 1.505, H92 1.083, H93 1.085, H94 1.092
86 C -5.630 -3.087 -2.387  C85 1.505, C87 1.506, O91 1.456, H95 1.093
87 C -4.334 -3.530 -3.011  C86 1.506, O88 1.446, H96 1.086, H97 1.091
88 O -3.369 -2.783 -2.235  C87 1.446, C89 1.343
89 C -3.923 -2.576 -1.029  O88 1.343, O90 1.203, O91 1.328
90 O -3.323 -2.139 -0.083  C89 1.203
91 O -5.211 -2.900 -1.005  C86 1.456, C89 1.328
92 H -7.545 -3.824 -1.775  C85 1.083
93 H -7.202 -4.043 -3.490  C85 1.085
94 H -6.438 -5.081 -2.284  C85 1.092
95 H -5.938 -2.110 -2.769  C86 1.093
96 H -4.251 -3.286 -4.066  C87 1.086
97 H -4.130 -4.593 -2.869  C87 1.091
98 C 4.903 4.659 -5.486  C99 1.506, H105 1.089, H106 1.085, H107 1.092
99 C 5.551 3.320 -5.248  C98 1.506, C100 1.510, O104 1.438, H108 1.094
100 C 4.633 2.241 -4.723  C99 1.510, O101 1.437, H109 1.088, H110 1.094
101 O 5.552 1.384 -4.025  C100 1.437, C102 1.363
102 C 6.590 2.167 -3.615  O101 1.363, O103 1.185, O104 1.353
103 O 7.437 1.832 -2.857  C102 1.185
104 O 6.519 3.391 -4.188  C99 1.438, C102 1.353
105 H 5.658 5.441 -5.555  C98 1.089
106 H 4.326 4.647 -6.405  C98 1.085
107 H 4.235 4.927 -4.665  C98 1.092
108 H 6.073 2.989 -6.150  C99 1.094
109 H 4.115 1.693 -5.507  C100 1.088
110 H 3.903 2.620 -4.001  C100 1.094
111 C -0.772 2.065 8.553  C112 1.509, H118 1.090, H119 1.089, H120 1.091
112 C -0.683 0.668 9.115  C111 1.509, C113 1.509, O117 1.443, H121 1.093
113 C 0.448 0.439 10.088  C112 1.509, O114 1.437, H122 1.087, H123 1.092
114 O 0.679 -0.972 9.947  C113 1.437, C115 1.352
115 C 0.307 -1.315 8.693  O114 1.352, O116 1.189, O117 1.357
116 O 0.532 -2.362 8.176  C115 1.189
117 O -0.357 -0.295 8.091  C112 1.443, C115 1.357
118 H -1.387 2.077 7.653  C111 1.090
119 H -1.209 2.744 9.285  C111 1.089
120 H 0.214 2.442 8.276  C111 1.091
121 H -1.643 0.375 9.547  C112 1.093
122 H 0.194 0.688 11.115  C113 1.087
123 H 1.364 0.963 9.804  C113 1.092
124 C -0.963 -0.422 -6.881  C125 1.508, H131 1.087, H132 1.088, H133 1.093
125 C -1.702 0.708 -7.553  C124 1.508, C126 1.510, O130 1.438, H134 1.094
126 C -1.896 0.559 -9.043  C125 1.510, O127 1.435, H135 1.087, H136 1.092
127 O -2.009 1.926 -9.465  C126 1.435, C128 1.357
128 C -1.309 2.679 -8.581  O127 1.357, O129 1.186, O130 1.362
129 O -1.040 3.825 -8.727  C128 1.186
130 O -0.952 1.933 -7.498  C125 1.438, C128 1.362
131 H -0.596 -0.105 -5.907  C124 1.087
132 H -1.616 -1.283 -6.747  C124 1.088
133 H -0.096 -0.734 -7.468  C124 1.093
134 H -2.656 0.884 -7.047  C125 1.094
135 H -2.789 -0.001 -9.309  C126 1.087
136 H -1.030 0.118 -9.541  C126 1.092
137 C -11.209 -2.414 -6.451  C138 1.508, H144 1.089, H145 1.089, H146 1.091
138 C -10.551 -1.993 -5.161  C137 1.508, C139 1.508, O143 1.440, H147 1.093
139 C -9.046 -1.906 -5.206  C138 1.508, O140 1.440, H148 1.087, H149 1.093
140 O -8.688 -2.122 -3.828  C139 1.440, C141 1.369
141 C -9.682 -2.891 -3.286  O140 1.369, O142 1.187, O143 1.350
142 O -9.631 -3.409 -2.219  C141 1.187
143 O -10.733 -2.979 -4.128  C138 1.440, C141 1.350
144 H -12.227 -2.752 -6.265  C137 1.089
145 H -11.237 -1.584 -7.155  C137 1.089
146 H -10.673 -3.244 -6.913  C137 1.091
147 H -10.989 -1.057 -4.803  C138 1.093
148 H -8.682 -0.941 -5.550  C139 1.087
149 H -8.591 -2.699 -5.805  C139 1.093
150 C 6.920 -4.163 8.968  C151 1.508, H157 1.089, H158 1.089, H159 1.091
151 C 6.764 -3.135 7.876  C150 1.508, C152 1.509, O156 1.443, H160 1.093
152 C 5.394 -2.510 7.773  C151 1.509, O153 1.439, H161 1.087, H162 1.092
153 O 5.350 -2.127 6.387  C152 1.439, C154 1.359
154 C 6.158 -2.987 5.712  O153 1.359, O155 1.191, O156 1.348
155 O 6.209 -3.067 4.525  C154 1.191
156 O 6.888 -3.730 6.567  C151 1.443, C154 1.348
157 H 7.799 -4.779 8.788  C150 1.089
158 H 7.023 -3.678 9.938  C150 1.089
159 H 6.059 -4.833 9.005  C150 1.091
160 H 7.541 -2.371 7.965  C151 1.093
161 H 5.264 -1.644 8.417  C152 1.087
162 H 4.587 -3.222 7.956  C152 1.092

Calculated values
strongest force on any atom = 2.6 eV/A
LUMO level = -0.0641 Ha
HOMO level = -10.0 eV
energy = -5555.6043 hartree
orbital gap = 8.28 eV
total charge = +1

Results of the Löwdin charge analysis, in e, for atoms 1 through 8: 0.18 -0.10 -0.08 -0.10 0.08 -0.29 0.46 0.21